1.
ORCA calculation (ωB97M-V/def2-TZVPD) on a cluster of 2 separate species, C7H12 in total.

Cartesian coordinates (Å):
C 2.7272 0.4673 -0.7096
C 1.8164 -0.7555 -0.7676
C -0.5172 -0.2450 1.3086
C -0.7627 1.1538 0.8014
C -2.0747 0.4394 0.9479
C -2.3956 -0.3458 -0.2984
C -1.4448 -1.0560 0.5978
H 3.3131 0.5814 -1.6255
H 3.4480 0.4174 0.1143
H 2.1595 1.3893 -0.5534
H 1.0235 -0.6835 -1.5190
H 2.3650 -1.6827 -0.9574
H 1.2657 -0.8662 0.1768
H -0.5968 1.4770 -0.2365
H -0.4440 1.9100 1.5185
H -2.7390 0.5267 1.7930
H -3.3893 -0.7863 -0.3584
H -2.0529 0.0961 -1.2347
H -1.7014 -2.0376 1.0021

Its total charge is 0. The LUMO energy is 0.0374 Eh. The relative energy (zero: lowest compared OMol25 entry of this formula, charge and spin) comes out at 433.2 kJ/mol. As for the HOMO-LUMO gap: 0.3266 Eh. As for the spin multiplicity: 1. As for the largest force on an atom: 0.6 eV/Å. The calculation puts the energy at -7448.94107 eV. The HOMO energy is -7.9 eV.

Löwdin population analysis, charges in e, atoms 1 to 8:
1. C -0.1639
2. C -0.1728
3. C -0.0644
4. C -0.1582
5. C -0.2031
6. C -0.0814
7. C -0.1709
8. H 0.0583

2.
ORCA calculation (ωB97M-V/def2-TZVPD) on an isolated molecule of C7H12.

Cartesian coordinates (Å):
C 2.5986 0.1671 -0.9612
C 1.2860 -0.6046 -0.8445
C 0.4634 -0.0344 0.2992
C -1.5183 1.6219 1.1563
C -2.0710 0.3114 1.0250
C -2.0671 -0.3052 -0.3791
C -0.9214 -0.6277 0.4791
H 3.2117 -0.1909 -1.7923
H 3.1889 0.0822 -0.0408
H 2.4002 1.2336 -1.1230
H 0.7114 -0.5052 -1.7746
H 1.4786 -1.6752 -0.7043
H 1.0041 -0.1374 1.2505
H 0.3371 1.0360 0.1290
H -1.5792 1.9106 2.2226
H -2.6902 -0.1722 1.7834
H -2.8139 -1.0732 -0.5568
H -1.9164 0.4025 -1.1885
H -0.9626 -1.6079 0.9561

Its total charge is 0. The LUMO energy is 0.0064 Eh. The relative energy (zero: lowest compared OMol25 entry of this formula, charge and spin) comes out at 411.3 kJ/mol. As for the HOMO-LUMO gap: 0.3039 Eh. As for the spin multiplicity: 1. As for the largest force on an atom: 0.5 eV/Å. The calculation puts the energy at -7449.16808 eV. The HOMO energy is -8.1 eV.

Löwdin population analysis, charges in e, atoms 1 to 8:
1. C -0.1193
2. C -0.2646
3. C -0.2259
4. C 0.1372
5. C -0.3439
6. C -0.0935
7. C -0.2271
8. H 0.0674

3.
ORCA calculation (ωB97M-V/def2-TZVPD) on an isolated molecule of C7H12 at a distorted geometry.

Cartesian coordinates (Å):
C -0.1460 -0.2223 2.1888
C -1.1318 -0.4432 1.0460
C -1.9987 -1.5238 0.9484
C -1.2089 0.5871 -0.0644
C 0.0433 0.9159 -0.9148
C 0.9895 -0.0029 -1.2462
C 2.2821 0.5060 -1.9672
H 0.0847 -1.0854 2.8630
H 0.7051 0.1574 1.7749
H -0.3546 0.5447 2.9544
H -2.4762 -1.8405 1.8308
H -2.2440 -2.0549 -0.0338
H -1.5571 1.4412 0.4222
H -1.9622 0.4703 -0.8675
H -0.0373 1.7984 -1.4999
H 1.0913 -1.1179 -0.9635
H 1.9796 1.4215 -2.5663
H 2.7863 -0.3932 -2.5455
H 3.1548 0.8417 -1.3594

Its total charge is 0. The LUMO energy is 0.0397 Eh. The relative energy (zero: lowest compared OMol25 entry of this formula, charge and spin) comes out at 302.8 kJ/mol. As for the HOMO-LUMO gap: 0.3504 Eh. As for the spin multiplicity: 1. Its SMILES is C=C(C)C/C=C/C. As for the largest force on an atom: 3.4 eV/Å. The calculation puts the energy at -7450.29326 eV. The HOMO energy is -8.5 eV.

Löwdin population analysis, charges in e, atoms 1 to 8:
1. C -0.0590
2. C -0.3326
3. C 0.0348
4. C -0.1809
5. C -0.1163
6. C -0.1579
7. C -0.1410
8. H 0.0943

4.
ORCA calculation (ωB97M-V/def2-TZVPD) on an isolated molecule of C7H12 at a distorted geometry.

Cartesian coordinates (Å):
C 1.9170 -0.8728 0.2772
C 0.7250 -0.4537 1.1470
C -0.5380 -0.4769 0.3430
C -0.9421 0.5006 -0.4732
C -0.1951 1.7275 -0.6666
C -0.4836 2.6676 -1.5644
C -1.4032 -1.7247 0.4677
H 1.9941 -0.1992 -0.5782
H 1.7588 -1.8998 -0.0559
H 2.8585 -0.8550 0.8308
H 0.6376 -1.1157 2.0127
H 0.8930 0.5074 1.6322
H -1.9191 0.3112 -0.9095
H 0.6315 1.9439 0.0086
H 0.1906 3.5105 -1.5951
H -1.1627 2.4889 -2.3831
H -2.4395 -1.4220 0.6635
H -1.1223 -2.3493 1.3077
H -1.4006 -2.2884 -0.4643

Its total charge is 0. The LUMO energy is 0.0397 Eh. The relative energy (zero: lowest compared OMol25 entry of this formula, charge and spin) comes out at 98.3 kJ/mol. As for the HOMO-LUMO gap: 0.3451 Eh. As for the spin multiplicity: 1. Its SMILES is C=C/C=C(/C)CC. As for the largest force on an atom: 1.0 eV/Å. The calculation puts the energy at -7452.41266 eV. The HOMO energy is -8.3 eV.

Löwdin population analysis, charges in e, atoms 1 to 8:
1. C -0.0864
2. C -0.2351
3. C -0.3038
4. C -0.0954
5. C -0.1914
6. C 0.0004
7. C -0.0553
8. H 0.0718

5.
ORCA calculation (ωB97M-V/def2-TZVPD) on an isolated molecule of C7H12.

Cartesian coordinates (Å):
C -3.1260 0.7206 0.2024
C -2.1065 0.0692 -0.7304
C -0.7126 0.0662 -0.1109
C 0.3636 -0.6083 -0.9727
C 1.6726 -0.4944 -0.3194
C 2.6842 -0.3255 0.3149
C 3.8954 -0.1006 1.1054
H -3.2577 0.1261 1.1139
H -2.7885 1.7184 0.5081
H -4.1056 0.8292 -0.2737
H -2.4157 -0.9596 -0.9611
H -2.0798 0.6063 -1.6884
H -0.7415 -0.4348 0.8656
H -0.4008 1.1003 0.0856
H 0.1109 -1.6645 -1.1356
H 0.3979 -0.1411 -1.9659
H 3.6436 0.3660 2.0638
H 4.5914 0.5625 0.5817
H 4.4144 -1.0413 1.3155

Its total charge is 0. The LUMO energy is 0.0397 Eh. The relative energy (zero: lowest compared OMol25 entry of this formula, charge and spin) comes out at 122.9 kJ/mol. As for the HOMO-LUMO gap: 0.3826 Eh. As for the spin multiplicity: 1. Its SMILES is CC#CCCCC. As for the largest force on an atom: 0.5 eV/Å. The calculation puts the energy at -7452.15765 eV. The HOMO energy is -9.3 eV.

Löwdin population analysis, charges in e, atoms 1 to 8:
1. C -0.1237
2. C -0.2817
3. C -0.2414
4. C -0.2204
5. C -0.0532
6. C -0.0867
7. C -0.1150
8. H 0.0724

6.
ORCA calculation (ωB97M-V/def2-TZVPD) on a cluster of 2 separate species, C7H12 in total.

Cartesian coordinates (Å):
C -2.7377 -0.7361 -0.0662
C -0.7351 1.4699 0.1080
C 0.1969 0.7199 1.0184
C 1.4942 0.3942 0.2482
C 2.0008 -1.0423 0.3709
C 1.0921 0.7565 -1.1479
C -0.1625 1.2570 -1.2109
H -1.9285 -1.3107 -0.5284
H -2.9676 -1.1481 0.9200
H -3.6237 -0.7700 -0.7030
H -2.4296 0.3096 0.0554
H 0.3570 1.2593 1.9583
H -0.3232 -0.2096 1.3045
H 2.2813 1.0845 0.5831
H 1.2311 -1.7465 0.0330
H 2.2380 -1.2762 1.4137
H 2.9020 -1.2065 -0.2296
H 1.7673 0.6323 -1.9950
H -0.6528 1.5629 -2.1325

Its total charge is 0. The LUMO energy is -0.0089 Eh. The relative energy (zero: lowest compared OMol25 entry of this formula, charge and spin) comes out at 343.0 kJ/mol. As for the HOMO-LUMO gap: 0.2854 Eh. As for the spin multiplicity: 1. As for the largest force on an atom: 0.4 eV/Å. The calculation puts the energy at -7449.87630 eV. The HOMO energy is -8.0 eV.

Löwdin population analysis, charges in e, atoms 1 to 8:
1. C -0.0518
2. C 0.0153
3. C -0.2170
4. C -0.3763
5. C -0.0700
6. C -0.0223
7. C -0.1404
8. H 0.0230